No. 1
Formula: C47H65Br2F6N2O21S
Source: OMol25
Level of theory: wB97M-V/def2-TZVPD

Each line ends with the Löwdin charge.
CARTESIAN COORDINATES (ANGSTROEM)
C 1.5127 3.8633 -2.6996  -0.10
C 0.4825 2.8832 -2.0301  -0.23
C 0.5896 1.4668 -2.7311  -0.19
C -0.8250 0.9737 -3.2366  -0.12
C -1.1478 -0.5290 -2.9019  -0.16
N -2.0035 -0.6015 -1.6466  0.01
C -1.4942 0.3446 -0.5794  -0.09
O -1.7981 -0.1547 0.7098  -0.04
C -0.6844 -0.7864 1.2812  -0.21
C -0.0842 -1.9522 0.7188  0.00
C 1.0559 -2.5655 1.2599  -0.22
C 1.6290 -3.8169 0.5123  -0.03
C 1.6719 -2.0087 2.4506  0.01
C 1.0517 -0.8815 3.0225  -0.02
C -0.1073 -0.2763 2.4567  -0.12
C -0.6878 0.9625 3.1973  -0.34
C -1.1365 0.5008 4.6275  -0.06
C 0.3809 2.0967 3.2297  -0.05
C -3.4498 -0.4717 -1.9604  -0.23
C -4.4344 -0.4371 -0.7666  -0.13
C -5.9409 -0.6584 -1.1664  -0.16
C -6.4069 0.2120 -2.3804  -0.16
C -7.6005 1.1286 -1.9587  -0.23
O -7.1761 2.2409 -1.1731  -0.19
C -6.5383 3.2210 -1.9914  -0.11
C -3.7980 -1.7696 -2.8022  -0.17
N -2.6745 -2.3574 -3.5239  -0.51
S -1.9135 -3.6790 -2.7669  0.83
C -1.7267 -1.3523 -4.1006  -0.41
C -2.6815 -0.5059 -5.0794  -0.08
C -1.9807 -0.0741 -6.3961  -0.25
O -2.3226 -0.5153 -7.4713  0.04
C -0.8168 -2.1373 -5.0612  -0.61
Br -1.7832 -3.4443 -6.1733  0.77
C 0.4997 -2.0627 -5.3282  -0.69
C 1.3921 -1.0286 -4.6405  -0.10
Br 1.3822 -3.1922 -6.6285  0.77
H 2.5226 3.7904 -2.2642  0.08
H 1.1402 4.8997 -2.5681  0.08
H 1.5374 3.7061 -3.7979  0.07
H 0.6464 2.8246 -0.9399  0.10
H -0.5097 3.3382 -2.2381  0.10
H 1.0746 0.7209 -2.0688  0.11
H 1.2787 1.6147 -3.5792  0.09
H -0.7769 1.1369 -4.3318  0.10
H -1.6368 1.6481 -2.8953  0.11
H -0.2138 -1.0308 -2.5748  0.14
H -1.8944 -1.5122 -1.1724  0.13
H -1.8340 1.3797 -0.7300  0.16
H -0.3906 0.2400 -0.6315  0.14
H -0.4839 -2.4198 -0.2036  0.09
H 1.4455 -3.6407 -0.5690  0.07
H 1.0570 -4.7017 0.8395  0.09
H 2.7191 -3.9234 0.6550  0.07
H 2.5905 -2.4973 2.8379  0.10
H 1.5150 -0.4839 3.9374  0.12
H -1.6058 1.2405 2.6398  0.12
H -1.1792 1.3668 5.3192  0.08
H -2.1235 -0.0035 4.5814  0.08
H -0.4365 -0.2266 5.0763  0.07
H 1.2531 1.7061 3.7841  0.08
H -0.0746 2.9544 3.7586  0.08
H 0.6453 2.3442 2.1848  0.08
H -3.5855 0.4583 -2.5399  0.13
H -4.1454 -1.0895 0.0837  0.13
H -4.4086 0.5953 -0.3448  0.13
H -6.5122 -0.3003 -0.2863  0.12
H -6.1231 -1.7365 -1.3116  0.11
H -6.8347 -0.4746 -3.1440  0.12
H -5.6157 0.8267 -2.8445  0.10
H -8.1768 1.4917 -2.8335  0.12
H -8.3015 0.5361 -1.3368  0.13
H -6.7776 3.1230 -3.0686  0.09
H -6.8677 4.2281 -1.6717  0.10
H -5.4387 3.1547 -1.8541  0.08
H -4.1920 -2.4971 -2.0722  0.11
H -4.6427 -1.5154 -3.4738  0.12
H -2.2086 -4.8047 -3.4956  -0.10
H -3.0546 0.4194 -4.5991  0.12
H -3.5509 -1.1109 -5.3956  0.12
H -1.1028 0.6306 -6.4061  0.13
H 1.0176 -0.0242 -4.9082  0.07
H 2.3932 -1.0850 -5.1157  0.07
H 1.5655 -1.1710 -3.5632  0.09
C 3.9508 -5.5963 6.0859  -0.05
C 3.0471 -4.3962 6.0717  -0.32
O 3.5127 -3.6649 4.9490  0.12
C 4.0203 -4.5915 4.0835  -0.54
O 4.2480 -4.3717 2.9368  0.17
O 4.2185 -5.7828 4.6963  0.08
F 3.2121 -3.6410 7.1835  0.08
H 4.8862 -5.4067 6.6154  0.15
H 3.4753 -6.4757 6.5151  0.14
H 1.9879 -4.6293 5.9422  0.18
C 2.4134 6.3695 5.2806  -0.04
C 2.2647 4.8773 5.3565  -0.31
O 2.1402 4.5037 3.9895  0.11
C 2.8313 5.4395 3.2805  -0.55
O 3.1661 5.3073 2.1479  0.16
O 3.0944 6.5381 4.0340  0.08
F 1.1237 4.5282 6.0086  0.07
H 1.4508 6.8842 5.2405  0.15
H 2.9953 6.7742 6.1064  0.14
H 3.1173 4.3622 5.8049  0.14
C -3.9162 -3.1348 -9.8165  -0.07
C -4.1233 -4.6241 -9.7793  -0.32
O -4.3315 -4.9463 -11.1385  0.14
C -3.6392 -4.0132 -11.8623  -0.54
O -3.3699 -4.1210 -13.0089  0.19
O -3.2946 -2.9485 -11.0866  0.08
F -5.2374 -4.9508 -9.0756  0.07
H -4.8574 -2.5819 -9.7884  0.15
H -3.2762 -2.7797 -9.0100  0.11
H -3.2707 -5.1897 -9.3953  0.17
C -0.4372 2.5774 10.1802  -0.06
C 0.4073 1.6907 9.3058  -0.32
O 1.1158 2.6196 8.5094  0.13
C 1.2402 3.7512 9.2631  -0.53
O 1.9957 4.6329 9.0256  0.18
O 0.3908 3.7315 10.3243  0.08
F -0.3599 0.9163 8.4977  0.07
H -1.3763 2.8607 9.7010  0.15
H -0.6564 2.1286 11.1470  0.14
H 1.1148 1.0611 9.8498  0.18
C 6.6127 5.5009 9.2796  -0.05
C 5.3909 6.3577 9.4733  -0.31
O 4.5936 6.0191 8.3530  0.13
C 4.9159 4.7376 8.0322  -0.53
O 4.2656 4.0399 7.3212  0.15
O 6.0694 4.3498 8.6289  0.09
F 5.6964 7.6752 9.4119  0.08
H 7.3519 5.9718 8.6289  0.15
H 7.0909 5.2319 10.2190  0.14
H 4.8355 6.1540 10.3912  0.18
C 5.3884 -3.7506 -6.5786  -0.07
C 5.7023 -4.8266 -5.5752  -0.32
O 5.9279 -5.9579 -6.3899  0.14
C 6.4013 -5.4819 -7.5830  -0.54
O 6.9402 -6.1436 -8.4009  0.20
O 6.1751 -4.1432 -7.7003  0.08
F 4.6393 -5.0725 -4.7662  0.06
H 4.3328 -3.7411 -6.8590  0.09
H 5.6703 -2.7579 -6.2315  0.14
H 6.5874 -4.6320 -4.9657  0.18

## Properties
Charge   +1
Molar mass   1299.89 g mol⁻¹
Frontier orbital gap   8.90 eV
LUMO energy   -2.20 eV


No. 2
Formula: C47H66BiN8O5S3Si
Source: OMol25
Level of theory: wB97M-V/def2-TZVPD

Each line ends with the Löwdin charge.
CARTESIAN COORDINATES (ANGSTROEM)
Bi 0.5029 -0.2954 0.4391  1.93
C -1.5283 -0.2893 -2.8428  -0.14
N -1.5571 0.5186 -1.6435  -0.11
C -2.8533 0.9231 -1.1528  -0.14
C -3.1706 0.3339 0.1895  -0.31
N -2.2987 -0.1374 1.0323  0.09
C -3.0241 -0.4862 2.1707  -0.25
C -2.5902 -1.0134 3.3850  -0.07
C -3.5467 -1.2642 4.3492  -0.09
C -4.9041 -0.9920 4.1244  -0.08
C -5.3463 -0.4553 2.9296  -0.01
C -4.3790 -0.2088 1.9639  -0.18
N -4.4391 0.3239 0.6854  0.17
C -1.7651 -1.7502 -2.6046  -0.31
N -0.9929 -2.5558 -1.9285  0.15
C -1.5735 -3.8153 -2.0715  -0.23
C -1.1446 -5.0629 -1.6204  -0.03
C -1.9132 -6.1671 -1.9329  -0.08
C -3.0907 -6.0496 -2.6852  -0.08
C -3.5242 -4.8261 -3.1550  -0.01
C -2.7426 -3.7219 -2.8373  -0.19
N -2.8394 -2.3849 -3.1589  0.17
H -2.2655 0.0489 -3.5850  0.12
H -0.5362 -0.1854 -3.2860  0.12
H -0.8816 1.2656 -1.6545  0.05
H -2.9072 2.0101 -1.0338  0.12
H -3.6354 0.6427 -1.8684  0.13
H -1.5366 -1.1758 3.5732  0.09
H -3.2387 -1.6610 5.3073  0.11
H -5.6187 -1.1953 4.9104  0.11
H -6.3938 -0.2441 2.7603  0.11
H -5.2660 0.6472 0.2134  0.17
H -0.2242 -5.1673 -1.0624  0.09
H -1.5984 -7.1484 -1.6040  0.11
H -3.6626 -6.9392 -2.9112  0.11
H -4.4295 -4.7397 -3.7411  0.11
H -3.5388 -1.9656 -3.7471  0.16
N 2.4415 -1.6271 0.9483  -0.06
C 2.6650 -3.0572 0.6561  -0.22
C 2.3586 -3.9775 1.8374  -0.17
C 0.9371 -4.5276 1.9613  -0.18
C -0.1718 -3.5251 2.2412  -0.24
N -0.4864 -2.6745 1.0822  -0.05
H 3.0706 -1.0795 0.3636  0.03
H 2.6562 -1.4129 1.9229  0.08
H 3.7133 -3.1836 0.3796  0.11
H 2.0701 -3.3208 -0.2198  0.11
H 2.6347 -3.4622 2.7635  0.09
H 3.0284 -4.8357 1.7576  0.12
H 0.9336 -5.2428 2.7868  0.12
H 0.6836 -5.0974 1.0621  0.10
H 0.1136 -2.8716 3.0687  0.08
H -1.0623 -4.0779 2.5556  0.12
H -1.3742 -2.2064 1.2405  0.03
H -0.6010 -3.2311 0.2398  0.03
O 0.5605 0.1298 2.4763  -0.43
C 1.0892 0.8368 3.5861  -0.56
C -0.0708 0.8912 4.5735  -0.50
C -0.2286 0.2815 5.7805  -0.10
C -1.5000 0.5370 6.3702  -0.17
C -2.2832 1.3269 5.5906  -0.40
S -1.4906 1.7742 4.1421  1.06
C 2.2242 -0.0001 4.1600  -0.47
C 2.1946 -1.3415 4.4171  -0.16
C 3.4087 -1.8334 4.9658  -0.18
C 4.3357 -0.8476 5.1207  -0.39
S 3.7423 0.6696 4.6073  1.09
C 1.6062 2.2558 3.3467  -0.50
C 2.3247 2.7725 2.3116  -0.15
C 2.7894 4.0935 2.5639  -0.19
C 2.4288 4.5513 3.7932  -0.40
S 1.5084 3.3962 4.6466  1.06
H 0.5384 -0.3093 6.2591  0.12
H -1.8056 0.1495 7.3309  0.11
H -3.2832 1.6786 5.7862  0.08
H 1.3189 -1.9483 4.2329  0.10
H 3.5770 -2.8647 5.2406  0.11
H 5.3359 -0.9259 5.5147  0.07
H 2.5317 2.2360 1.3997  0.08
H 3.3785 4.6700 1.8635  0.10
H 2.6540 5.5042 4.2452  0.07
C 2.5449 -1.9593 -3.7469  -0.02
C 3.8647 -1.6109 -3.0747  -0.62
C 4.7702 -0.8651 -4.0489  -0.01
C 4.5637 -2.8751 -2.5904  -0.03
O 3.5971 -0.8275 -1.8925  -0.12
Si 3.1606 0.7502 -1.6948  -0.01
O 2.1633 0.7984 -0.4285  -0.49
O 2.4356 1.2495 -3.0687  -0.11
C 2.3258 2.5044 -3.7454  -0.64
C 1.6625 3.5082 -2.8078  -0.03
C 1.4504 2.2436 -4.9635  -0.02
C 3.6959 3.0099 -4.1846  -0.02
O 4.4466 1.7113 -1.4043  -0.10
C 5.5646 1.6334 -0.5048  -0.62
C 6.7878 1.1870 -1.2938  -0.01
C 5.7723 3.0393 0.0415  -0.01
C 5.2926 0.6632 0.6420  -0.03
H 2.7067 -2.6841 -4.5467  0.10
H 2.0892 -1.0617 -4.1678  0.07
H 1.8531 -2.3807 -3.0198  0.07
H 4.9405 -1.4809 -4.9325  0.10
H 5.7322 -0.6430 -3.5948  0.08
H 4.3060 0.0694 -4.3632  0.07
H 4.9027 -3.4676 -3.4406  0.09
H 3.8868 -3.4883 -1.9930  0.07
H 5.4317 -2.6133 -1.9825  0.09
H 0.6643 3.1633 -2.5318  0.07
H 1.5821 4.4866 -3.2836  0.09
H 2.2574 3.5993 -1.8947  0.08
H 0.4837 1.8388 -4.6571  0.07
H 1.9331 1.5230 -5.6248  0.09
H 1.2829 3.1667 -5.5197  0.09
H 4.3559 3.1192 -3.3257  0.08
H 3.5946 3.9726 -4.6865  0.09
H 4.1519 2.3060 -4.8824  0.08
H 7.0118 1.9029 -2.0856  0.09
H 6.6050 0.2145 -1.7427  0.07
H 7.6556 1.1083 -0.6374  0.09
H 5.8673 3.7472 -0.7825  0.09
H 6.6787 3.0836 0.6465  0.09
H 4.9246 3.3300 0.6638  0.06
H 5.2267 -0.3610 0.2667  0.08
H 4.3597 0.9275 1.1466  0.06
H 6.1014 0.7123 1.3713  0.10
C 0.0881 5.1532 0.2796  -0.03
C -0.2441 3.7412 0.1847  -0.21
N -0.5027 2.6259 0.1174  0.18
H 0.9717 5.3575 -0.3229  0.09
H 0.2959 5.4086 1.3169  0.09
H -0.7436 5.7533 -0.0867  0.09

## Properties
Charge   +1
Molar mass   1156.36 g mol⁻¹
Frontier orbital gap   8.66 eV
LUMO energy   -1.68 eV